1.
Computed, not measured: a structure of composition C34H34GeNOPdS3 at a distorted geometry, with wB97M-V/def2-TZVPD.

Total charge   +1
Relative energy (zero: lowest compared OMol25 entry of this formula, charge and spin)   143.44 kcal/mol
F_max   3.63 eV/Å

Cartesian coordinates (Å):
Pd1 -0.027 -0.824 -0.017
Ge1 2.363 0.378 -0.192
S1 -2.126 -2.526 0.147
S2 0.807 -4.708 2.137
S3 -0.184 -1.140 2.595
O1 -0.232 -1.993 -2.301
N1 -8.707 3.687 -2.095
C1 -6.128 1.354 -2.191
C2 -0.157 2.855 2.271
C3 0.523 1.363 -2.369
C4 -3.967 1.442 -1.132
C5 -0.197 -3.894 3.428
C6 1.588 1.529 1.267
C7 -6.446 2.588 -1.619
C8 0.204 -2.476 3.788
C9 2.294 -0.096 -3.049
C10 0.202 -4.081 0.538
C11 2.303 1.606 2.456
C12 -4.897 0.786 -1.949
C13 -7.699 3.188 -1.878
C14 6.120 2.238 -0.735
C15 4.775 1.980 -0.536
C16 1.801 2.309 3.536
C17 -2.752 -2.162 1.830
C18 -4.294 2.679 -0.562
C19 0.345 2.149 1.191
C20 -1.635 0.360 -0.575
C21 1.653 0.619 -2.040
C22 0.570 2.939 3.446
C23 1.813 -0.077 -4.347
C24 -2.009 -1.076 2.598
C25 2.046 -1.443 0.226
C26 0.669 0.648 -4.655
C27 -2.711 0.851 -0.863
C28 -5.525 3.247 -0.800
C29 6.602 -0.104 -0.557
C30 0.024 1.365 -3.662
C31 7.034 1.197 -0.744
C32 5.255 -0.365 -0.359
C33 -1.294 -4.165 0.272
C34 4.349 0.679 -0.349
H1 -0.021 -4.525 4.302
H2 -1.465 -4.586 -0.722
H3 6.441 3.256 -0.890
H4 0.744 -4.709 -0.173
H5 -2.215 -0.100 2.147
H6 7.303 -0.927 -0.566
H7 -6.857 0.857 -2.813
H8 0.303 0.678 -5.669
H9 2.504 -2.039 1.008
H10 0.562 -3.029 0.390
H11 2.339 -0.614 -5.123
H12 2.369 2.364 4.452
H13 -5.795 4.195 -0.359
H14 0.182 3.490 4.289
H15 3.266 1.120 2.533
H16 -1.835 -4.772 0.997
H17 -3.580 3.184 0.071
H18 -1.119 3.341 2.188
H19 4.921 -1.383 -0.214
H20 -2.350 -1.070 3.635
H21 3.196 -0.650 -2.820
H22 -0.273 -2.187 4.727
H23 4.064 2.794 -0.531
H24 8.082 1.405 -0.898
H25 1.284 -2.406 3.908
H26 -2.799 -3.103 2.373
H27 -1.249 -3.976 3.161
H28 -0.240 2.124 0.282
H29 0.055 2.002 -1.634
H30 -4.649 -0.168 -2.388
H31 -1.135 -2.105 -2.620
H32 -0.858 1.948 -3.890
H33 0.244 -1.494 -2.978
H34 -3.776 -1.817 1.673



2.
Computed, not measured: a structure of composition C34H34IMnN10O2P2S2 at a distorted geometry, with wB97M-V/def2-TZVPD.

Total charge   -2
Total energy   -134477.4437 eV
F_max   1.46 eV/Å
<S²>   6.046
2S+1   5

Cartesian coordinates (Å):
I1 -2.305 1.138 1.004
Mn1 -0.468 -0.479 -0.139
S1 -0.946 -2.562 -3.855
S2 -0.701 0.748 -2.107
P1 -0.706 -0.614 -3.620
P2 1.058 1.008 1.296
O1 0.401 0.062 -4.609
O2 -2.118 -0.189 -4.409
N1 -0.896 -3.224 2.773
N2 1.287 -1.339 -2.389
N3 -1.221 -2.158 2.143
N4 2.270 -2.103 -2.691
N5 -0.293 -1.886 1.216
N6 0.249 -3.722 2.307
N7 -2.218 -1.913 -1.021
N8 2.620 -2.846 -1.644
N9 0.941 -1.525 -1.112
N10 1.761 -2.992 0.597
C1 -3.437 -1.368 -1.048
C2 3.019 1.211 -0.665
C3 4.348 -0.509 3.322
C4 2.967 3.979 -0.770
C5 -5.652 -4.007 0.507
C6 -0.448 3.216 4.510
C7 3.613 0.118 2.330
C8 -2.351 1.872 -5.685
C9 -2.926 2.202 3.736
C10 2.112 3.308 0.080
C11 -1.797 2.020 2.925
C12 -4.573 -2.015 -0.612
C13 -0.509 2.452 3.286
C14 0.759 3.789 4.935
C15 -4.473 -3.306 -0.098
C16 0.716 2.242 2.586
C17 -2.721 1.079 -4.438
C18 -2.821 2.880 4.928
C19 -2.149 -3.199 -0.669
C20 3.720 -1.249 4.308
C21 1.782 -2.481 -0.681
C22 0.613 -2.884 1.346
C23 3.846 3.270 -1.575
C24 1.908 2.828 3.087
C25 3.852 1.883 -1.537
C26 1.599 -0.702 3.338
C27 -1.598 3.406 5.300
C28 2.334 -1.346 4.309
C29 2.163 1.920 0.179
C30 1.930 3.600 4.216
C31 0.544 -0.441 -5.917
C32 2.223 0.029 2.325
C33 -3.225 -3.916 -0.187
C34 1.660 -1.469 -6.005
H1 2.308 -3.824 0.750
H2 4.303 -1.737 5.081
H3 5.428 -0.419 3.329
H4 -1.495 3.955 6.228
H5 -5.523 -1.502 -0.645
H6 -6.275 -4.463 -0.266
H7 2.853 4.049 4.560
H8 0.517 -0.753 3.366
H9 4.521 3.798 -2.237
H10 0.755 4.384 5.839
H11 0.766 0.431 -6.549
H12 -6.263 -3.300 1.067
H13 1.821 -1.918 5.068
H14 -3.806 0.902 -4.417
H15 2.949 5.062 -0.812
H16 -5.317 -4.791 1.184
H17 -3.092 -4.939 0.131
H18 -2.869 2.829 -5.666
H19 -0.402 -0.888 -6.256
H20 3.028 0.129 -0.626
H21 -3.697 3.010 5.551
H22 2.830 2.661 2.548
H23 4.500 1.322 -2.196
H24 2.585 -1.053 -5.614
H25 -1.182 -3.670 -0.785
H26 -3.493 -0.354 -1.432
H27 -2.638 1.327 -6.583
H28 1.800 -1.780 -7.040
H29 4.127 0.686 1.566
H30 1.406 3.854 0.691
H31 1.400 -2.330 -5.395
H32 -2.434 1.650 -3.546
H33 -3.874 1.810 3.404
H34 -1.279 2.047 -5.704



3.
Computed, not measured: a structure of composition C34H34N2O5P2PdS, with wB97M-V/def2-TZVPD.

Total charge   +2
Relative energy (zero: lowest compared OMol25 entry of this formula, charge and spin)   0.00 kcal/mol
F_max   0.40 eV/Å

Cartesian coordinates (Å):
Pd1 0.671 -1.708 1.269
S1 -0.429 -4.066 0.008
P1 0.678 0.539 1.176
P2 -0.891 -1.456 -1.626
O1 0.200 -3.842 1.315
O2 -1.740 -4.582 0.014
O3 -0.730 -2.160 -0.185
O4 0.456 -4.287 -1.075
O5 2.060 -1.499 2.702
N1 -0.701 1.286 -1.180
N2 1.766 -3.460 3.826
C1 -3.890 -3.979 -3.872
C2 -0.964 2.562 2.040
C3 3.445 -1.880 4.574
C4 -1.642 -3.171 -3.633
C5 -3.203 4.044 -1.000
C6 -0.752 1.181 2.046
C7 -1.161 4.887 -1.925
C8 1.663 -0.041 -4.311
C9 -1.321 2.573 -1.285
C10 0.593 1.230 -0.541
C11 -1.666 0.336 2.674
C12 -3.386 -2.436 -2.105
C13 1.873 -1.784 -2.136
C14 -0.590 3.629 -1.823
C15 2.354 -2.295 3.639
C16 4.545 1.615 1.642
C17 -4.300 -3.223 -2.777
C18 -2.785 0.870 3.295
C19 2.191 1.814 3.120
C20 3.364 1.115 1.122
C21 -2.990 2.243 3.290
C22 -2.081 3.088 2.665
C23 -2.054 -2.409 -2.540
C24 0.640 -1.242 -2.489
C25 -1.595 0.160 -1.160
C26 -2.570 -3.956 -4.298
C27 -2.471 5.100 -1.517
C28 -2.632 2.784 -0.872
C29 2.894 -0.575 -3.950
C30 2.997 -1.443 -2.871
C31 2.183 1.225 1.857
C32 0.534 -0.370 -3.581
C33 4.551 2.214 2.896
C34 3.379 2.312 3.634
H1 3.149 -2.048 5.609
H2 5.474 2.609 3.299
H3 -2.919 6.079 -1.612
H4 -3.862 2.658 3.778
H5 -1.507 -0.737 2.687
H6 -5.330 -3.254 -2.450
H7 0.949 2.253 -0.415
H8 1.960 -2.483 -1.316
H9 1.277 1.892 3.695
H10 3.387 2.782 4.608
H11 -2.399 0.348 -1.875
H12 5.461 1.541 1.072
H13 -4.226 4.197 -0.680
H14 1.346 0.712 -1.141
H15 -0.423 0.059 -3.860
H16 0.417 3.464 -2.188
H17 4.335 -2.479 4.374
H18 -2.245 4.157 2.660
H19 3.956 -1.872 -2.610
H20 -0.609 -3.157 -3.957
H21 -2.261 -4.551 -5.146
H22 -4.610 -4.594 -4.394
H23 3.676 -0.831 4.416
H24 1.583 0.627 -5.158
H25 3.778 -0.320 -4.521
H26 1.061 -3.816 3.194
H27 2.051 -4.046 4.594
H28 -0.586 5.700 -2.348
H29 -3.491 0.216 3.788
H30 -0.263 3.229 1.550
H31 -2.076 -0.037 -0.186
H32 3.371 0.634 0.149
H33 -3.704 -1.862 -1.243
H34 -3.213 1.986 -0.427



4.
Computed, not measured: a structure of composition C34H35BrCoN9O3PS2 at a distorted geometry, with wB97M-V/def2-TZVPD.

Total charge   +2
Total energy   -194001.9184 eV
F_max   1.38 eV/Å
<S²>   3.759
2S+1   4

Cartesian coordinates (Å):
Br1 -0.355 2.447 6.156
Co1 -0.339 -0.169 -0.793
S1 0.031 3.943 0.683
S2 -3.442 2.340 -3.189
P1 1.894 2.336 -2.370
O1 1.152 1.571 -1.319
O2 1.180 2.766 -3.643
O3 -1.501 0.598 0.558
N1 -1.733 0.708 -2.268
N2 2.873 1.195 -4.601
N3 1.023 -0.630 0.633
N4 -0.771 5.478 2.661
N5 -1.876 -1.745 -1.096
N6 1.539 5.293 2.451
N7 3.027 3.696 -0.223
N8 0.923 -1.310 -1.944
N9 -3.965 -2.184 -1.682
C1 -1.854 1.916 -2.738
C2 3.067 -2.466 -1.886
C3 -1.241 0.921 1.776
C4 1.098 -0.029 1.760
C5 4.240 -2.566 0.197
C6 3.044 6.425 3.976
C7 -0.691 6.345 3.695
C8 -2.946 -1.285 -1.684
C9 3.204 -1.831 0.829
C10 -0.704 1.800 4.406
C11 1.665 6.123 3.492
C12 -2.239 1.555 2.567
C13 -4.000 0.803 -2.706
C14 2.127 -1.384 0.125
C15 0.033 0.693 2.395
C16 2.901 -2.777 -3.255
C17 -1.429 -3.969 0.019
C18 -4.121 -4.539 -0.723
C19 -2.961 0.067 -2.249
C20 1.780 -2.362 -3.906
C21 -2.022 -5.174 0.331
C22 0.553 6.695 4.116
C23 -1.982 1.970 3.847
C24 3.250 1.297 -3.137
C25 -3.352 -5.455 -0.035
C26 -3.512 -3.326 -1.032
C27 4.187 -2.870 -1.126
C28 -2.198 -3.033 -0.675
C29 2.737 3.794 -1.670
C30 0.807 -1.619 -3.198
C31 2.039 -1.726 -1.262
C32 0.275 1.177 3.702
C33 -1.967 6.820 4.308
C34 0.317 4.985 2.029
H1 -1.681 5.168 2.350
H2 -5.044 0.525 -2.794
H3 3.611 2.901 0.010
H4 4.221 1.772 -3.041
H5 -5.148 -4.756 -1.004
H6 2.004 1.889 -4.626
H7 -2.775 6.864 3.575
H8 -2.266 6.139 5.111
H9 5.086 -2.898 0.787
H10 4.981 -3.441 -1.599
H11 3.775 5.815 3.455
H12 -2.767 2.428 4.441
H13 1.603 -2.628 -4.943
H14 3.655 -3.370 -3.767
H15 3.271 -1.650 1.895
H16 -0.407 -3.740 0.303
H17 3.110 6.243 5.052
H18 -1.020 2.596 -2.874
H19 2.046 -0.060 2.311
H20 3.275 7.481 3.813
H21 -3.781 -6.412 0.235
H22 -1.832 7.808 4.748
H23 -4.873 -2.053 -2.092
H24 2.065 4.640 -1.823
H25 2.564 0.262 -4.851
H26 3.603 1.487 -5.235
H27 -3.218 1.692 2.118
H28 1.419 3.683 0.458
H29 1.250 1.024 4.156
H30 0.677 7.387 4.941
H31 3.291 0.313 -2.687
H32 -1.459 -5.924 0.875
H33 -0.105 -1.284 -3.688
H34 3.495 4.532 0.105
H35 3.620 3.956 -2.290



5.
Computed, not measured: a structure of composition C34H35CuN7SSb2, with wB97M-V/def2-TZVPD.

Total charge   +1
Relative energy (zero: lowest compared OMol25 entry of this formula, charge and spin)   0.00 kcal/mol
F_max   0.16 eV/Å

Cartesian coordinates (Å):
Sb1 1.325 0.123 -1.160
Sb2 -0.944 -1.602 -0.392
Cu1 1.510 0.464 1.347
S1 3.786 1.555 -1.542
N1 2.477 -0.420 2.977
N2 3.275 -1.529 4.647
N3 4.624 3.698 -0.292
N4 -0.508 2.511 5.364
N5 2.350 3.478 -0.347
N6 0.657 1.599 3.006
N7 2.437 -0.637 5.209
C1 -2.684 -2.378 -1.300
C2 -2.704 -2.530 -2.684
C3 -1.058 2.068 -0.426
C4 -3.787 -2.755 -0.541
C5 -1.928 3.150 -0.440
C6 -0.837 3.012 4.180
C7 0.991 1.096 4.198
C8 0.410 1.554 5.372
C9 -1.063 3.784 -2.587
C10 -4.924 -3.440 -2.546
C11 0.172 -0.131 -4.017
C12 1.746 -2.799 0.085
C13 0.305 -3.296 -0.061
C14 -0.259 2.561 3.000
C15 3.293 -1.395 3.319
C16 -0.897 -1.684 2.675
C17 -1.928 4.016 -1.527
C18 -1.592 -1.158 1.587
C19 -2.256 -0.404 4.193
C20 2.547 -0.435 -3.984
C21 -3.824 -3.066 -3.304
C22 1.371 -0.112 -3.314
C23 -2.627 -0.254 1.819
C24 -2.956 0.122 3.114
C25 -1.232 -1.314 3.973
C26 -0.204 1.796 -1.490
C27 1.327 -0.751 -6.034
C28 -4.907 -3.285 -1.167
C29 0.147 -0.450 -5.370
C30 1.979 0.013 4.168
C31 3.550 2.996 -0.680
C32 2.200 -1.985 -1.116
C33 -0.215 2.679 -2.570
C34 2.529 -0.742 -5.338
H1 3.895 -1.995 2.655
H2 -3.837 -3.188 -4.379
H3 -1.042 1.408 0.442
H4 -0.091 -2.394 2.522
H5 1.816 -2.176 0.990
H6 -1.052 4.460 -3.433
H7 5.536 3.351 -0.531
H8 2.266 4.386 0.081
H9 -1.584 3.796 4.161
H10 3.495 -0.456 -3.459
H11 -3.780 -2.639 0.537
H12 -5.765 -3.578 -0.577
H13 -2.609 3.320 0.389
H14 3.453 -0.978 -5.849
H15 -0.756 0.125 -3.516
H16 -3.768 0.818 3.283
H17 -1.851 -2.233 -3.284
H18 1.981 -2.500 -2.054
H19 -2.519 -0.114 5.202
H20 4.549 4.604 0.137
H21 3.795 -2.168 5.227
H22 -2.599 4.864 -1.549
H23 1.312 -0.992 -7.088
H24 -0.794 -0.456 -5.906
H25 3.280 -1.804 -1.077
H26 -3.185 0.161 0.987
H27 0.692 1.127 6.327
H28 -0.539 2.977 2.041
H29 0.450 2.511 -3.411
H30 -0.696 -1.740 4.813
H31 1.513 3.086 -0.764
H32 2.402 -3.660 0.256
H33 -5.798 -3.855 -3.031
H34 0.203 -3.932 -0.943
H35 -0.051 -3.862 0.801



6.
Computed, not measured: a structure of composition C34H35InN6SSi, with wB97M-V/def2-TZVPD.

Total charge   0
Relative energy (zero: lowest compared OMol25 entry of this formula, charge and spin)   22.57 kcal/mol
F_max   0.65 eV/Å

Cartesian coordinates (Å):
In1 -0.105 0.549 -0.674
S1 0.966 1.410 -2.836
Si1 -0.866 -0.770 2.275
N1 2.229 -0.723 0.245
N2 -0.202 0.166 -4.848
N3 -2.787 2.011 1.556
N4 -0.118 0.537 1.411
N5 0.645 -1.234 -1.803
N6 0.146 -1.209 -3.086
C1 -2.647 2.139 -1.299
C2 -1.438 3.998 1.763
C3 2.839 -3.906 -2.483
C4 0.455 -4.200 -2.577
C5 1.241 2.506 1.212
C6 0.642 1.522 2.002
C7 -2.177 -0.152 3.485
C8 -1.963 3.132 -0.426
C9 -2.049 3.027 0.970
C10 2.311 3.519 3.112
C11 2.761 -3.039 0.523
C12 3.716 -1.405 1.975
C13 0.379 -1.827 3.222
C14 3.009 -0.438 1.270
C15 1.357 -2.221 -1.390
C16 -2.122 0.855 -1.398
C17 -2.783 -0.058 -2.220
C18 0.630 -5.374 -3.285
C19 -3.933 0.290 -2.917
C20 3.012 -5.075 -3.209
C21 2.062 3.477 1.749
C22 -3.793 2.498 -2.000
C23 1.908 -5.812 -3.604
C24 3.577 -2.731 1.602
C25 -0.661 5.162 -0.191
C26 1.716 2.562 3.919
C27 1.560 -3.464 -2.165
C28 -1.698 -1.870 1.000
C29 -0.757 5.051 1.190
C30 2.117 -1.998 -0.134
C31 -1.270 4.201 -0.983
C32 -4.436 1.579 -2.813
C33 0.254 -0.001 -3.593
C34 0.903 1.580 3.381
H1 2.625 -4.061 0.196
H2 0.759 -2.633 2.596
H3 -4.428 -0.439 -3.542
H4 -1.500 3.913 2.839
H5 -2.450 -2.486 1.491
H6 -0.286 5.786 1.829
H7 2.945 4.284 3.536
H8 4.350 -1.113 2.796
H9 -2.395 -1.066 -2.337
H10 -3.162 -0.140 3.019
H11 4.093 -3.516 2.135
H12 0.479 0.842 4.042
H13 -5.324 1.868 -3.357
H14 -0.128 5.983 -0.644
H15 -0.231 -5.946 -3.597
H16 2.495 4.219 1.092
H17 4.008 -5.407 -3.464
H18 1.891 2.570 4.987
H19 -0.996 -2.548 0.519
H20 -2.217 -1.307 0.229
H21 -1.969 0.852 3.840
H22 1.050 2.542 0.138
H23 -2.899 1.191 0.975
H24 1.234 -1.250 3.562
H25 3.701 -3.327 -2.176
H26 -2.238 -0.796 4.358
H27 -0.538 -3.843 -2.348
H28 -4.182 3.503 -1.897
H29 -1.210 4.264 -2.062
H30 3.071 0.609 1.547
H31 -0.116 1.057 -5.300
H32 -0.520 -0.637 -5.357
H33 -2.500 1.775 2.495
H34 -0.082 -2.279 4.095
H35 2.042 -6.727 -4.163